<A>
This record from the Open Molecules 2025 dataset describes 2 unconnected molecules or ions with the total composition C5H14IN2. The level of theory is ωB97M-V/def2-TZVPD.

XYZ file:
```
22
C5H14IN2 (ωB97M-V/def2-TZVPD)
N -0.524 -1.372 0.374
H -2.016 -4.335 0.176
H -0.392 3.871 -0.146
H 0.599 3.635 -1.757
H 0.932 1.254 -1.316
C -0.918 -0.106 0.433
H -0.496 1.811 1.259
H -3.134 -4.106 -0.932
C 1.444 0.774 1.124
H 1.819 1.827 0.935
C 0.022 1.091 0.667
H 1.535 0.452 2.127
H 1.542 3.660 -0.161
N -2.122 -4.032 -0.748
C 0.543 3.289 -0.673
H -1.084 -2.261 0.164
C 0.259 1.803 -0.817
H -0.826 1.685 -1.218
I -2.911 0.449 0.093
H 0.448 -1.483 0.706
H 2.071 0.103 0.484
H -1.580 -4.597 -1.374
```

Its total charge is +1.



<B>
This record from the Open Molecules 2025 dataset describes a gas-phase ion, C5H14IN2 (charge +1). The level of theory is ωB97M-V/def2-TZVPD.

XYZ file:
```
22
C5H14IN2 (ωB97M-V/def2-TZVPD)
H -2.514 -1.725 0.910
C 1.684 0.926 0.019
H -2.569 1.273 1.377
C -1.456 -0.290 -0.676
H -3.557 0.593 0.221
H 0.241 -1.528 -0.123
H 0.431 1.004 -1.905
H 3.719 0.029 0.663
C 0.988 0.170 -1.257
H 1.843 -0.374 -1.853
H 2.542 0.391 2.111
H -2.211 -0.832 -1.416
H -1.137 -0.569 1.632
H 0.930 1.515 0.708
I 3.131 2.379 -0.861
H -0.154 -1.495 -1.756
H -1.527 0.855 -0.928
H 2.242 -1.160 1.037
N -3.118 0.400 1.151
C 2.576 -0.039 1.000
N -0.052 -0.869 -0.901
C -2.032 -0.653 0.850
```

Its total charge is +1. The SMILES is C[C@@H](I)C[NH2+]CCN.



Q: What are the energies relative to the best structure? A: <A> 0.0; <B> 155.8, in kJ/mol.



<A>
This record from the Open Molecules 2025 dataset describes a molecular structure, C4H30BO23. The level of theory is ωB97M-V/def2-TZVPD.

XYZ file:
```
58
C4H30BO23 (ωB97M-V/def2-TZVPD)
O 26.519 -16.467 2.223
O 25.398 -16.964 8.262
O 28.218 -14.205 2.980
C 26.535 -15.903 3.335
H 24.268 -17.995 1.003
H 20.589 -14.030 5.170
H 24.881 -15.080 11.160
H 24.327 -12.261 2.756
H 24.980 -14.432 -0.033
H 25.485 -14.060 9.263
H 21.510 -17.835 7.863
H 27.938 -12.397 2.977
H 24.396 -13.272 3.937
O 25.012 -14.637 5.855
O 27.316 -14.592 4.908
H 23.453 -19.094 5.373
O 25.470 -11.333 5.817
H 23.754 -15.618 10.098
O 20.826 -14.151 7.999
H 27.845 -13.107 5.965
H 26.563 -12.034 2.960
H 21.426 -14.081 8.715
H 27.749 -12.979 7.553
O 23.570 -14.881 7.542
O 24.946 -12.665 3.413
O 25.406 -17.545 -0.500
O 26.584 -16.137 6.693
C 24.608 -15.120 6.931
C 25.598 -16.057 7.437
O 21.484 -13.893 5.468
H 26.258 -11.873 5.986
O 21.107 -16.977 7.559
B 26.198 -15.442 5.465
H 23.071 -15.791 3.698
C 27.464 -14.865 3.730
O 25.869 -16.279 4.318
H 21.880 -14.718 5.250
H 25.131 -11.760 5.042
H 26.321 -12.970 9.914
O 27.675 -12.544 6.730
O 26.238 -13.435 9.088
O 24.325 -14.878 10.392
H 21.324 -14.125 7.136
H 26.292 -14.851 0.551
O 25.873 -14.082 0.169
O 22.951 -17.019 9.397
H 25.960 -17.739 0.236
O 23.578 -15.087 3.312
O 27.426 -11.625 2.964
H 23.822 -16.963 8.985
O 24.121 -18.402 5.415
H 24.673 -17.140 2.098
H 21.707 -16.700 6.848
H 25.058 -18.387 -0.735
H 24.814 -18.718 5.971
H 22.350 -16.661 8.740
O 24.006 -17.731 1.857
H 23.451 -15.257 2.383
```

Its total charge is -1.



<B>
This record from the Open Molecules 2025 dataset describes 16 unconnected molecules or ions with the total composition C4H30BO23. The level of theory is ωB97M-V/def2-TZVPD.

XYZ file:
```
58
C4H30BO23 (ωB97M-V/def2-TZVPD)
O -1.851 -4.052 -0.880
H 3.846 -0.901 -0.751
O 1.289 -0.586 3.236
H 4.244 1.987 -0.608
C -1.207 -0.777 -1.783
H -1.326 2.450 -4.077
C -1.354 0.690 -1.297
H 6.721 0.534 2.873
C 2.189 -0.127 1.016
H -0.062 3.167 -3.648
H -4.389 1.740 0.712
O 1.632 -0.200 -0.183
H -1.838 -4.540 -1.709
O 3.512 2.395 -1.082
O -5.476 1.036 -2.313
O 4.394 -1.451 -1.323
O -4.295 0.804 0.510
H -1.781 4.114 -1.064
H 3.778 -1.793 -1.977
H -3.384 0.608 0.762
O -0.005 -0.805 1.415
O 5.916 0.852 2.456
H -3.792 -3.000 -4.245
O -0.396 2.567 -4.322
H 3.336 3.208 -0.599
H -0.347 4.618 -0.983
C 1.120 -0.512 2.054
H -0.052 -3.510 0.862
H -2.469 0.851 3.649
O 0.801 -3.949 0.926
O -0.546 0.837 -0.267
O -1.094 4.542 -1.584
H -4.871 1.164 -1.569
H 2.977 -1.441 3.944
O 3.325 0.131 1.280
O 3.520 2.840 2.980
H -1.260 -3.305 -1.033
H -1.340 -3.355 4.203
H -3.333 2.370 -3.168
H 3.815 2.024 2.556
O -1.740 -1.256 -2.732
H -4.207 2.169 -4.393
O -2.078 1.105 2.808
O 3.654 -1.769 4.556
H 3.237 -1.686 5.417
O -0.396 -1.404 -0.927
H 5.545 0.085 2.005
H 0.853 -4.470 0.120
H -6.070 0.346 -2.008
H -0.449 -2.286 3.564
O -0.545 -2.834 4.350
O -3.345 2.498 -4.124
H 4.206 3.021 3.627
O -2.046 1.515 -1.802
H -1.454 0.395 2.609
B 0.181 -0.439 -0.009
O -2.956 -3.461 -4.138
H -2.336 -2.758 -3.892
```

Its total charge is -1.



Q: What are the energies relative to the best structure? A: <A> 245.1; <B> 0.0, in kJ/mol.



<A>
This record from the Open Molecules 2025 dataset describes 2 unconnected molecules or ions with the total composition CHClFNO2. The level of theory is ωB97M-V/def2-TZVPD.

XYZ file:
```
7
CHClFNO2 (ωB97M-V/def2-TZVPD)
C -0.044 0.395 0.232
O -1.838 -0.855 0.306
F -0.229 0.779 1.436
N -0.964 -0.427 -0.412
H 0.898 0.849 -0.152
Cl 3.069 -0.091 0.191
O -0.891 -0.650 -1.602
```

Its total charge is 0.



<B>
This record from the Open Molecules 2025 dataset describes CHClFNO2 in the gas phase. The level of theory is ωB97M-V/def2-TZVPD.

XYZ file:
```
7
CHClFNO2 (ωB97M-V/def2-TZVPD)
F 0.086 -1.645 -0.704
O -1.924 -1.599 1.206
C -0.370 -0.440 -0.274
Cl -1.738 0.091 -1.301
O -1.066 0.311 1.804
N -1.176 -0.624 1.120
H 0.596 0.204 -0.209
```

Its total charge is 0. The SMILES is O=[N+]([O-])[C@@H](F)Cl.



Q: What are the energies relative to the best structure? A: <A> 297.1; <B> 0.0, in kJ/mol.



<A>
This record from the Open Molecules 2025 dataset describes a molecular structure, C12H34Br2O13P3Pb. The level of theory is ωB97M-V/def2-TZVPD.

XYZ file:
```
65
C12H34Br2O13P3Pb (ωB97M-V/def2-TZVPD)
C 2.958 0.174 2.878
C 3.284 -4.287 0.524
H -1.734 -1.582 5.048
H 3.112 4.756 -2.350
H 3.222 -4.322 -0.565
H -1.423 5.540 -5.084
H -5.057 -1.800 2.202
Br 5.512 -2.520 0.469
H 0.231 4.817 -5.348
Pb -0.026 1.268 0.404
P 0.556 -0.643 3.593
H 2.013 4.330 -1.176
H -2.527 -1.223 -3.132
H -1.809 -2.516 3.578
H -1.288 -2.212 -2.287
H 2.087 6.029 -1.680
H -1.184 -3.351 4.946
C -5.473 0.687 0.192
C 4.729 -4.241 0.882
H 4.893 -4.369 1.949
H 1.146 0.495 -3.787
O -4.847 -0.184 -0.758
O 2.105 -0.838 3.375
H -4.802 1.365 0.715
O 1.032 2.468 -4.182
C -0.824 4.637 -5.145
O 0.376 0.325 4.847
H 1.500 -1.243 -2.374
H -0.788 1.885 5.241
C 0.151 1.740 4.713
O -0.962 3.940 -3.891
H -2.754 -2.920 -3.075
C -1.224 -2.365 4.489
O 1.438 -0.334 -0.535
C -4.523 -2.235 1.358
H 1.049 2.243 5.068
H 2.708 -3.405 0.799
O -3.136 -2.106 -1.287
O -3.460 -1.340 1.059
P -3.355 -0.752 -0.443
C 2.092 5.001 -2.037
C 2.034 -1.210 -1.417
H 2.730 1.173 3.266
O -0.117 -0.173 2.354
H -6.171 0.100 0.787
O 0.116 -2.033 4.156
H 0.028 2.076 3.680
H 2.689 1.161 -4.195
H 1.957 1.546 -2.567
H -1.113 4.091 -6.044
C 1.785 1.363 -3.624
H 3.081 -0.956 -1.623
H -4.125 -3.220 1.603
Br 2.468 -5.922 1.110
O 0.024 2.824 -1.762
H 2.668 0.255 1.825
P 0.273 3.382 -3.109
H 4.004 -0.041 3.070
H -6.116 1.342 -0.399
O -2.244 0.209 -0.559
O 1.112 4.800 -3.012
H 2.116 -2.229 -1.024
C -2.348 -2.091 -2.498
H 5.318 -4.939 0.295
H -5.168 -2.416 0.497
```

Its total charge is +1.



<B>
This record from the Open Molecules 2025 dataset describes a molecular structure, C12H34Br2O13P3Pb. The level of theory is ωB97M-V/def2-TZVPD.

XYZ file:
```
65
C12H34Br2O13P3Pb (ωB97M-V/def2-TZVPD)
O -1.106 -3.615 1.048
Br -5.492 0.337 -0.144
H 6.136 4.674 3.102
H -1.365 1.645 -3.334
O 2.432 1.446 -2.586
H 1.166 3.605 4.024
H 0.865 -1.184 -1.173
C -2.671 -1.649 -1.388
H -3.868 -6.708 0.855
H 2.216 -1.480 -6.267
H 6.661 3.437 4.189
H 2.191 -2.251 -0.984
P 3.971 2.295 2.276
H 0.116 2.151 -4.119
O -1.803 -4.552 -1.292
H -0.839 -3.764 3.109
O 3.973 0.790 2.789
H -2.618 -0.693 -0.869
H -4.898 3.644 1.818
O 3.730 2.512 0.814
O 0.809 2.140 0.072
H -1.683 -1.914 -1.766
H -6.031 2.521 2.139
H 3.265 -1.178 2.688
H -0.111 0.347 0.186
O 0.241 0.264 -3.384
H 4.995 4.035 4.300
O -3.096 -2.511 -0.315
C 3.276 -0.263 2.101
C -5.347 2.778 1.330
H 1.104 2.275 2.960
H -3.359 -1.638 -2.231
P -2.264 -3.897 -0.072
H 1.439 3.991 2.335
H -1.084 1.543 0.978
H 1.295 -0.111 -6.620
H -3.768 1.192 1.440
H -2.191 -6.409 0.467
H 2.237 0.071 2.053
P 1.824 0.306 -3.314
H 1.057 -2.647 -2.316
H -2.814 -6.134 2.143
H -1.084 -2.160 2.405
C -3.023 -6.057 1.077
C -1.401 -3.204 2.358
C -0.377 1.408 0.148
C 1.606 3.232 3.099
Pb 2.346 3.630 -1.053
C -4.423 1.725 0.750
O 2.400 0.125 -4.801
H -1.020 1.651 -0.707
H 3.609 -0.450 1.082
H -3.702 2.127 0.039
C -0.560 1.306 -3.986
O -3.357 -4.713 0.731
O 3.010 3.120 3.248
C 1.691 -0.666 -5.768
H -2.435 -3.333 2.683
H 0.793 -1.116 -5.341
C 1.516 -1.849 -1.739
H -1.036 0.962 -4.901
C 5.798 3.772 3.614
O 5.479 2.733 2.707
Br -6.685 3.432 0.027
O 2.261 -1.078 -2.714
```

Its total charge is +1.



Q: What are the energies relative to the best structure? A: <A> 0.0; <B> 178.5, in kJ/mol.



<A>
This record from the Open Molecules 2025 dataset describes a gas-phase ion, C5H12N2 (charge +2). The level of theory is ωB97M-V/def2-TZVPD.

XYZ file:
```
19
C5H12N2 (ωB97M-V/def2-TZVPD)
H -2.497 -1.165 -2.494
H -0.052 -2.205 0.572
C 0.077 -1.544 -0.334
H 2.078 3.336 1.717
N 1.030 1.601 1.591
H -1.896 -0.599 -0.283
H -0.740 1.104 0.634
C 1.253 2.830 1.276
H 0.654 -2.101 -1.052
C 0.258 0.696 0.779
H -1.074 -2.006 -2.848
C -1.367 -1.414 -0.783
C 0.755 -0.485 0.449
H -2.036 -2.223 -0.479
H -1.080 -0.383 -2.598
H 0.718 3.086 0.362
H 1.766 1.196 2.181
H 1.763 -0.699 0.853
N -1.501 -1.275 -2.277
```

Its total charge is +2. The SMILES is C=[NH+]/C=C/CC[NH3+].



<B>
This record from the Open Molecules 2025 dataset describes a gas-phase ion, C5H12N2 (charge +2). The level of theory is ωB97M-V/def2-TZVPD.

XYZ file:
```
19
C5H12N2 (ωB97M-V/def2-TZVPD)
N 0.700 0.033 -0.009
C -0.657 -0.033 -0.002
H 2.307 -0.977 0.910
C 1.084 -0.682 -1.236
H 2.191 -0.424 -1.499
C -3.182 0.043 0.202
H 0.491 -1.499 1.347
C 1.218 1.412 -0.072
H 1.147 1.803 -1.039
H 0.811 2.070 0.664
H 0.406 -0.611 -2.116
H 1.369 -0.107 2.114
H 2.233 1.279 0.014
H -3.542 0.103 1.172
H -3.535 -0.974 -0.177
N -1.844 0.083 0.193
H -3.737 0.885 -0.462
C 1.240 -0.662 1.127
H 1.300 -1.744 -1.132
```

Its total charge is +2. The SMILES is C[N+]#C[N+](C)(C)C.



Q: What are the energies relative to the best structure? A: <A> 0.0; <B> 389.2, in kJ/mol.



<A>
This record from the Open Molecules 2025 dataset describes C4H5Cl in the gas phase. The level of theory is ωB97M-V/def2-TZVPD.

XYZ file:
```
10
C4H5Cl (ωB97M-V/def2-TZVPD)
C -0.828 -0.733 0.103
H 2.441 -0.024 -0.728
Cl -3.375 0.260 0.042
C -1.645 0.335 0.031
H -1.113 1.254 0.018
H -1.219 -1.687 0.197
H 2.022 -0.037 0.883
C 1.607 0.139 -0.108
H 1.593 1.301 -0.106
C 0.517 -0.809 -0.333
```

Its total charge is 0.



<B>
This record from the Open Molecules 2025 dataset describes a molecular structure, C4H5Cl. The level of theory is ωB97M-V/def2-TZVPD.

XYZ file:
```
10
C4H5Cl (ωB97M-V/def2-TZVPD)
H 1.607 1.613 0.131
C 0.677 1.073 -0.247
H -0.147 1.614 0.665
Cl 2.201 -1.148 -0.143
C -1.970 -1.131 -0.078
H 0.226 1.489 -1.293
C 0.572 -0.402 0.306
H 0.142 -0.425 1.318
C -0.528 -0.987 -0.290
H -2.780 -1.698 -0.370
```

Its total charge is 0.



Q: What are the energies relative to the best structure? A: <A> 0.0; <B> 176.2, in kJ/mol.



<A>
This record from the Open Molecules 2025 dataset describes 3 unconnected molecules or ions with the total composition C5H14O2. The level of theory is ωB97M-V/def2-TZVPD.

XYZ file:
```
21
C5H14O2 (ωB97M-V/def2-TZVPD)
H -1.317 -1.591 -0.108
H 1.524 -3.096 0.003
C 0.471 0.967 0.690
H 0.553 0.584 1.703
H -0.167 2.870 -1.118
H 3.700 -1.564 1.351
O 0.701 -3.318 -0.331
C -1.438 1.108 -1.023
H 0.717 -2.984 -1.234
H 2.298 -1.026 1.320
H -2.268 0.681 -1.574
H -1.867 3.150 -1.108
C -1.341 -0.721 0.582
H -2.438 -0.813 0.606
C -1.107 2.458 -1.486
H -1.086 2.540 -2.574
O 2.955 -1.354 1.917
H 1.311 0.622 0.077
C -0.785 0.500 0.057
H 0.533 2.058 0.717
H -0.949 -1.072 1.531
```

As for the spin multiplicity: 2. The expectation value of S² is 0.752. Its total charge is +1.



<B>
This record from the Open Molecules 2025 dataset describes 2 unconnected molecules or ions with the total composition C5H14O2. The level of theory is ωB97M-V/def2-TZVPD.

XYZ file:
```
21
C5H14O2 (ωB97M-V/def2-TZVPD)
C 0.459 1.774 1.484
H 2.115 -1.183 -1.265
C 2.137 -0.571 -0.386
H 1.484 2.085 1.273
H -1.336 0.345 2.869
H -1.832 0.442 1.218
H -2.990 -1.180 -6.097
H 0.216 0.256 -0.570
H -0.180 2.270 0.744
H 0.062 2.143 2.418
H 2.434 0.420 -0.745
O -3.579 -1.438 -5.371
H 0.117 -1.430 0.129
C 0.556 -0.438 0.186
C 0.340 0.238 1.509
H 0.996 -0.139 2.288
O 2.810 -1.150 0.610
H -4.284 -0.778 -5.345
C -1.135 -0.075 1.884
H 2.968 -0.454 1.281
H -1.359 -1.136 1.886
```

As for the spin multiplicity: 2. The expectation value of S² is 0.754. Its total charge is +1.



Q: What are the energies relative to the best structure? A: <A> 0.0; <B> 83.7, in kJ/mol.



<A>
This record from the Open Molecules 2025 dataset describes 2 unconnected molecules or ions with the total composition C4H10OS2. The level of theory is ωB97M-V/def2-TZVPD.

XYZ file:
```
17
C4H10OS2 (ωB97M-V/def2-TZVPD)
S 3.431 -0.465 -0.820
H -0.685 1.754 -0.835
H -0.173 -0.927 1.433
C -0.712 0.873 -0.189
H 1.800 1.895 -0.730
C 0.411 -0.015 -0.607
H -0.498 1.269 0.850
S 2.017 0.560 -0.082
H 0.140 -2.312 0.273
O 1.807 0.732 1.369
H 1.210 -2.154 1.632
H 0.278 -0.643 -1.492
C 0.427 -1.702 1.115
C -2.117 0.371 -0.434
H -2.718 1.086 -0.005
H -2.421 -0.527 -0.026
H -2.195 0.206 -1.453
```

Its total charge is 0.



<B>
This record from the Open Molecules 2025 dataset describes C4H10OS2 in the gas phase. The level of theory is ωB97M-V/def2-TZVPD.

XYZ file:
```
17
C4H10OS2 (ωB97M-V/def2-TZVPD)
H -1.391 0.193 -0.840
H 1.584 0.769 -1.578
O 0.551 -1.818 -2.672
C -0.546 0.080 -1.477
H 0.438 1.738 -0.717
C 0.769 0.706 -0.875
C -0.583 -1.419 -1.885
H 0.061 2.407 1.807
S -1.112 0.421 1.535
H 1.368 -1.723 -2.183
H -1.165 2.296 2.891
H 0.120 1.050 3.249
C -0.342 1.668 2.510
H -0.492 -1.855 -0.869
H -1.556 -1.758 -2.336
H -0.768 0.532 -2.450
S 1.212 -0.127 0.638
```

Its total charge is 0. The SMILES is CSSCCCO.



Q: What are the energies relative to the best structure? A: <A> 320.4; <B> 0.0, in kJ/mol.